Entry from the Open Molecules 2025 dataset: a molecular structure, C35H52IrOP3Sb (ωB97M-V with the def2-TZVPD basis set).

## Properties
* multiplicity: 6
* charge: +4
* energy above the lowest of the compared OMol25 structures with the same formula, charge and spin: 406.3 kJ/mol
* expectation value of S²: 8.84
* highest occupied orbital energy (spin up / spin down): -16.258 / -17.445 eV

Last column: Löwdin spin population.
Geometry (Å):
Ir -0.133 0.138 -0.502  0.585
P -1.912 -1.393 -0.508  0.146
P 1.057 -0.573 1.162  0.064
P 1.190 -1.440 -1.827  0.092
H -1.507 4.445 -0.663  0.019
C -1.251 3.627 -1.369  0.429
C -2.085 2.634 -1.814  0.042
H -2.902 2.199 -1.247  0.000
C -3.225 -0.319 0.156  0.043
C -1.731 -2.866 0.562  0.019
C -2.528 -2.019 -2.118  0.026
C 2.539 0.503 1.153  0.046
C 0.039 -0.157 2.600  0.030
C 1.687 -2.219 1.619  0.000
C 0.561 -1.782 -3.515  0.006
C 1.819 -3.092 -1.352  0.015
C 2.809 -0.658 -2.161  0.028
H -0.513 3.945 -2.083  0.019
H -2.367 2.608 -2.886  0.017
H -3.150 0.667 -0.321  0.007
H -3.100 -0.191 1.236  0.001
H -4.217 -0.747 -0.058  0.008
H -1.367 -2.577 1.555  0.000
H -1.012 -3.573 0.124  0.000
H -2.715 -3.352 0.676  0.005
H -2.494 -1.217 -2.870  0.001
H -3.570 -2.366 -2.010  0.006
H -1.899 -2.846 -2.477  0.000
H 3.407 -0.090 1.465  0.004
H 2.410 1.324 1.865  0.002
H 2.730 0.919 0.156  0.012
H 0.231 -0.888 3.400  0.003
H -1.016 -0.175 2.307  0.006
H 0.298 0.844 2.959  0.002
H 2.722 -2.335 1.287  0.000
H 1.083 -3.015 1.180  0.000
H 1.677 -2.320 2.714  0.000
H 0.729 -2.836 -3.776  0.001
H 1.083 -1.138 -4.228  0.001
H -0.506 -1.548 -3.617  0.001
H 2.072 -3.625 -2.285  0.003
H 1.062 -3.674 -0.816  0.000
H 2.736 -3.014 -0.760  0.000
H 3.092 -0.974 -3.171  0.004
H 3.567 -1.035 -1.465  0.000
H 2.777 0.434 -2.145  0.004
C -0.181 1.573 -3.269  0.058
C 1.007 2.354 -3.346  0.068
C 1.726 2.267 -4.542  0.013
C 1.279 1.442 -5.595  0.137
C -0.012 0.877 -5.520  0.000
C -0.837 1.202 -4.454  0.085
O -0.807 1.207 -2.122  0.307
H -0.643 2.141 0.116  0.230
H 1.307 3.047 -2.555  0.003
H 2.634 2.842 -4.708  -0.001
H 1.905 1.248 -6.489  0.005
H -0.444 0.225 -6.307  -0.002
H -1.944 1.086 -4.464  0.004
C -1.220 8.047 3.185  0.002
C -0.332 7.753 2.150  0.203
C -0.238 6.435 1.644  0.276
C -1.024 5.423 2.182  0.198
C -1.934 5.709 3.204  0.271
C -2.026 7.016 3.713  0.257
Sb -0.573 3.324 1.552  0.316
C 0.965 3.243 3.148  0.307
C 2.276 3.574 2.780  0.071
C 3.291 3.597 3.741  0.062
C 3.002 3.278 5.077  0.238
C 1.674 3.017 5.449  0.082
C 0.652 3.072 4.490  0.059
C -2.453 2.565 2.365  -0.002
C -2.537 1.784 3.520  0.000
C -3.771 1.285 3.946  0.001
C -4.937 1.573 3.227  -0.001
C -4.860 2.393 2.096  0.001
C -3.621 2.901 1.676  0.000
H -1.283 9.063 3.599  -0.003
H 0.296 8.539 1.732  0.007
H 0.455 6.228 0.824  0.013
H -2.580 4.934 3.614  0.011
H -2.726 7.231 4.528  0.009
H 2.508 3.782 1.737  0.005
H 4.305 3.853 3.447  0.001
H 3.806 3.245 5.826  0.008
H 1.430 2.790 6.492  0.002
H -0.387 2.962 4.819  0.002
H -1.634 1.533 4.087  0.000
H -3.814 0.674 4.854  0.000
H -5.902 1.181 3.571  0.000
H -5.768 2.644 1.542  0.000
H -3.576 3.540 0.789  0.000